[1]
The following is a quantum chemistry calculation of a molecular structure, C10H21AsClF5O6PS2, from the OMol25 dataset.

Values from the calculation:
Kohn-Sham gap in eV: 7.1933

The geometry in ORCA input format:
```
! wB97M-V def2-TZVPD RIJCOSX def2/J DEFGRID3
* xyz -1 1
C -1.377 -2.878 -3.507
C -0.496 -1.735 -4.274
C 0.065 -0.521 -3.265
O 0.146 -0.965 -1.889
As 0.052 0.325 -0.592
C 0.072 1.717 0.851
C -1.068 2.037 1.870
C -1.454 0.982 3.058
C -0.525 3.376 2.740
P 2.001 1.175 -1.462
O 1.553 2.247 -2.815
Cl 3.039 2.492 -0.201
S -2.023 -0.486 -0.204
C -2.108 -2.340 0.255
O -3.104 0.371 0.419
O -2.659 -0.594 -1.668
S 1.090 -1.165 0.790
O 1.090 -2.546 0.014
O 0.265 -1.500 2.094
C 2.798 -0.899 1.345
F 3.235 -2.313 1.728
F 3.860 -0.558 0.370
C 3.124 -0.074 2.714
F 1.996 0.371 3.539
F 3.996 1.145 2.509
F 3.970 -0.911 3.655
H -1.417 -3.820 -4.240
H -2.521 -2.569 -3.365
H -0.890 -3.277 -2.514
H -0.994 -1.300 -5.257
H 0.495 -2.283 -4.654
H -0.698 0.378 -3.455
H 1.090 -0.209 -3.775
H -0.651 1.379 -1.520
H 0.302 2.746 0.281
H 1.062 1.515 1.490
H -2.011 2.512 1.309
H -1.853 -0.070 2.667
H -2.346 1.448 3.681
H -0.580 0.808 3.851
H -1.146 4.340 2.479
H 0.613 3.589 2.455
H -0.518 3.158 3.901
H 1.198 3.094 -2.373
H -2.014 -2.531 1.405
H -1.429 -3.010 -0.420
H -3.229 -2.652 -0.020
*
```



[2]
The following is a quantum chemistry calculation of 3 unconnected molecules or ions with the total composition C10H21BIO6, from the OMol25 dataset.

Values from the calculation:
Kohn-Sham gap in eV: 6.6391

The geometry in ORCA input format:
```
! wB97M-V def2-TZVPD RIJCOSX def2/J DEFGRID3
* xyz -1 1
I -0.658 2.857 1.945
B -1.148 0.604 2.373
O 0.144 -0.054 2.331
C 0.124 -0.922 1.215
C -0.973 -0.423 0.326
O -1.908 0.146 1.231
H -1.806 0.474 3.381
H -0.196 -1.890 1.591
H 1.073 -0.958 0.704
H -1.488 -1.238 -0.160
H -0.651 0.300 -0.420
O 0.850 -3.673 -0.261
C 0.152 -4.602 0.014
O -1.092 -4.657 -0.516
C -1.952 -5.782 -0.370
C -2.760 -5.716 0.910
C 0.583 -5.658 1.009
H -1.390 -6.714 -0.456
H -2.618 -5.735 -1.231
H -2.119 -5.752 1.791
H -3.461 -6.550 0.961
H -3.321 -4.784 0.951
H 0.321 -5.316 2.009
H 1.663 -5.755 0.948
H 0.147 -6.640 0.840
O 3.045 7.939 -1.981
C 2.562 6.871 -1.716
O 1.829 6.247 -2.655
C 1.381 4.890 -2.511
C 0.090 4.788 -1.733
C 2.696 6.250 -0.343
H 2.167 4.275 -2.074
H 1.238 4.539 -3.532
H 0.208 5.138 -0.709
H -0.249 3.754 -1.690
H -0.687 5.393 -2.201
H 1.888 6.618 0.287
H 3.643 6.570 0.081
H 2.674 5.164 -0.336
*
```



[3]
The following is a quantum chemistry calculation of a single C10H21BN2O4 molecule, from the OMol25 dataset.

Values from the calculation:
Kohn-Sham gap in eV: 8.9368
Structure (SMILES): NC[C@H]1C[C@H](CCCB(O)O)[C@](N)(C(=O)O)C1

The geometry in ORCA input format:
```
! wB97M-V def2-TZVPD RIJCOSX def2/J DEFGRID3
* xyz 0 1
N -2.939 1.479 1.939
C -3.031 0.251 2.726
C -1.868 -0.727 2.394
C -1.818 -1.190 0.903
C -0.837 -0.232 0.200
C -0.066 -0.964 -0.883
C 0.650 -0.052 -1.865
C 1.541 -0.776 -2.826
B 2.395 -0.116 -4.008
O 3.554 -0.744 -4.328
O 1.937 1.053 -4.664
C 0.112 0.381 1.310
N 0.055 1.839 1.126
C 1.561 -0.124 1.206
O 1.864 -1.228 1.619
O 2.395 0.709 0.597
C -0.486 -0.069 2.679
H -1.971 1.639 1.705
H -3.217 2.298 2.400
H -2.983 0.452 3.797
H -4.011 -0.189 2.573
H -1.950 -1.615 3.040
H -1.441 -2.221 0.760
H -2.829 -1.218 0.498
H -1.355 0.617 -0.297
H -0.730 -1.646 -1.430
H 0.668 -1.664 -0.433
H -0.120 0.502 -2.401
H 1.245 0.732 -1.384
H 1.041 -1.558 -3.396
H 2.364 -1.222 -2.280
H 3.965 -0.278 -5.063
H 2.309 1.270 -5.517
H 0.541 2.061 0.261
H 0.576 2.273 1.871
H 3.278 0.295 0.666
H -0.555 0.804 3.346
H 0.157 -0.822 3.159
*
```



[4]
The following is a quantum chemistry calculation of a molecular structure, C10H21ClI2N4OPRu, from the OMol25 dataset.

Values from the calculation:
Kohn-Sham gap (spin up / spin down) in eV: 8.0163 / 4.3544
Expectation value of S²: 8.7875

The geometry in ORCA input format:
```
! wB97M-V def2-TZVPD RIJCOSX def2/J DEFGRID3
* xyz 2 6
I -0.116 1.537 2.959
I -1.197 1.665 -1.953
Ru -1.139 0.126 0.211
P -3.010 -1.159 0.191
C -4.606 -0.371 0.693
C -3.350 -1.771 -1.493
H -2.045 -3.163 1.132
H -3.828 -3.089 1.439
H -2.703 -2.059 2.389
C -2.895 -2.516 1.406
H -2.477 -2.348 -1.833
H -4.253 -2.391 -1.503
H -5.445 -1.074 0.611
H -4.775 0.500 0.039
H -3.480 -0.895 -2.147
H -4.508 -0.029 1.735
C -2.277 1.371 0.948
O -3.111 2.063 1.383
Cl -0.254 -2.144 -0.474
C 1.828 -0.348 0.891
N 1.064 0.471 -0.114
C 1.523 0.090 -1.483
N 2.940 0.347 -1.627
C 3.651 -0.463 -0.637
N 3.255 -0.119 0.738
C 3.536 1.314 0.938
N 2.787 2.128 -0.019
C 1.375 1.867 0.099
C 3.199 1.769 -1.363
H 1.596 -1.398 0.731
H 1.526 -0.027 1.896
H 1.016 0.740 -2.222
H 1.267 -0.950 -1.667
H 4.737 -0.285 -0.764
H 3.454 -1.518 -0.829
H 3.240 1.601 1.949
H 4.590 1.506 0.790
H 0.837 2.502 -0.615
H 1.089 2.164 1.137
H 4.282 1.963 -1.457
H 2.675 2.392 -2.104
*
```



[5]
The following is a quantum chemistry calculation of a molecular structure, C10H21CuN4O9, from the OMol25 dataset.

Values from the calculation:
Kohn-Sham gap (spin up / spin down) in eV: 5.9014 / 5.6530
Expectation value of S²: 0.7608

The geometry in ORCA input format:
```
! wB97M-V def2-TZVPD RIJCOSX def2/J DEFGRID3
* xyz -1 2
Cu -0.567 -0.359 0.807
N -3.265 -1.554 0.241
O -2.097 -1.681 -0.126
O -3.400 -0.721 1.122
O -4.238 -2.161 -0.221
C -0.199 0.343 3.076
O -0.941 1.176 2.516
O 0.919 0.285 2.636
O -0.748 -0.800 3.011
C -3.991 2.050 -0.164
C -2.535 2.176 -0.565
O -1.707 1.296 -0.420
N -2.278 3.381 -1.106
C -1.055 3.738 -1.701
H -4.608 2.912 -0.418
H -4.097 1.838 0.900
H -4.385 1.134 -0.604
H -3.097 3.894 -1.398
H -0.322 3.013 -1.345
H -0.793 4.761 -1.428
H -1.118 3.704 -2.788
C 1.220 1.336 -2.914
C 1.620 0.854 -1.517
O 0.862 0.152 -0.854
N 2.720 1.532 -1.039
C 3.170 1.387 0.321
H 1.698 0.630 -3.593
H 1.736 2.279 -3.093
H 0.149 1.480 -3.055
H 3.211 2.181 -1.638
H 2.442 1.864 0.977
H 4.113 1.865 0.586
H 3.314 0.332 0.558
C 2.126 -3.725 -0.689
C 1.358 -3.174 0.491
O 0.642 -2.189 0.444
N 1.539 -3.923 1.606
C 0.937 -3.742 2.907
H 2.282 -3.064 -1.541
H 1.789 -4.729 -0.942
H 3.107 -3.903 -0.247
H 1.955 -4.837 1.499
H -0.055 -4.183 3.003
H 0.962 -2.665 3.075
H 1.624 -4.181 3.630
*
```



[6]
The following is a quantum chemistry calculation of a single C10H21FN2O4S molecule, from the OMol25 dataset.

Values from the calculation:
Kohn-Sham gap in eV: 10.0773
Structure (SMILES): CCCOCN(CCN(CC)C(C)=O)S(=O)(=O)F

The geometry in ORCA input format:
```
! wB97M-V def2-TZVPD RIJCOSX def2/J DEFGRID3
* xyz 0 1
C 3.624 -0.192 -0.537
C 3.324 0.833 0.554
C 2.760 2.133 0.006
O 1.491 1.993 -0.616
C 0.490 1.593 0.257
N -0.831 1.977 -0.280
C -1.914 1.112 0.226
C -1.895 -0.336 -0.282
N -1.145 -1.240 0.605
C -1.995 -2.235 1.274
C -2.904 -1.599 2.318
C -0.021 -1.881 -0.027
C -0.203 -2.445 -1.420
O 1.020 -1.981 0.559
S -1.006 2.355 -1.867
O -0.337 1.468 -2.753
O -2.371 2.688 -2.075
F -0.215 3.699 -1.898
H 4.150 0.278 -1.371
H 4.240 -1.004 -0.148
H 2.710 -0.643 -0.926
H 2.648 0.398 1.298
H 4.241 1.091 1.093
H 2.699 2.898 0.792
H 3.415 2.508 -0.782
H 0.509 0.514 0.432
H 0.598 2.097 1.229
H -1.824 1.116 1.314
H -2.859 1.589 -0.026
H -1.470 -0.354 -1.287
H -2.931 -0.678 -0.383
H -1.333 -2.958 1.756
H -2.596 -2.784 0.533
H -3.785 -1.138 1.867
H -3.238 -2.342 3.043
H -2.352 -0.822 2.849
H 0.444 -3.310 -1.539
H -1.240 -2.706 -1.635
H 0.103 -1.693 -2.153
*
```



[7]
The following is a quantum chemistry calculation of 2 unconnected molecules or ions with the total composition C10H21N2O4, from the OMol25 dataset.

Values from the calculation:
Kohn-Sham gap in eV: 5.0411

The geometry in ORCA input format:
```
! wB97M-V def2-TZVPD RIJCOSX def2/J DEFGRID3
* xyz -1 1
C 2.507 -1.326 -0.767
C 2.485 -0.176 -1.741
O 2.085 0.935 -0.989
C 1.531 2.001 -1.747
C 0.007 1.921 -1.804
N -0.560 1.972 -0.494
C -1.796 1.355 -0.372
O -2.662 1.311 -1.599
C -2.853 0.134 -2.178
C -4.162 0.057 -2.932
O -2.076 -0.822 -2.165
H 1.524 -1.435 -0.324
H 3.204 -1.099 0.027
H 2.758 -2.272 -1.228
H 3.495 -0.018 -2.129
H 1.789 -0.389 -2.548
H 1.906 1.941 -2.769
H 1.849 2.921 -1.273
H -0.297 2.802 -2.401
H -0.209 0.996 -2.354
H -1.751 0.317 0.000
H -2.416 1.911 0.340
H -4.268 0.922 -3.573
H -4.130 -0.825 -3.553
H -4.996 -0.026 -2.250
C 0.915 -2.126 4.482
C 1.460 -1.712 3.132
O 2.436 -2.257 2.636
N 0.828 -0.700 2.492
C -0.325 0.061 2.931
H 1.527 -2.938 4.863
H 0.952 -1.295 5.187
H -0.116 -2.472 4.394
H 1.231 -0.460 1.595
H -1.138 -0.047 2.213
H -0.070 1.120 2.994
H -0.664 -0.282 3.904
*
```



[8]
The following is a quantum chemistry calculation of a molecular structure, C10H21N2O9Sr, from the OMol25 dataset.

Values from the calculation:
Kohn-Sham gap in eV: 7.6241

The geometry in ORCA input format:
```
! wB97M-V def2-TZVPD RIJCOSX def2/J DEFGRID3
* xyz -1 1
Sr -0.032 0.006 -0.416
C 2.562 0.643 -4.024
C 1.256 0.642 -3.197
O 0.575 -0.432 -3.146
O 1.112 1.522 -2.333
H 2.641 1.438 -4.766
H 2.705 -0.276 -4.593
H 3.367 0.820 -3.311
C -3.722 -0.172 -2.528
C -2.860 -0.098 -1.232
O -2.399 1.029 -0.875
O -2.432 -1.073 -0.645
H -3.237 0.098 -3.466
H -4.580 0.461 -2.300
H -4.101 -1.186 -2.647
N 3.144 -1.674 -0.056
O 2.899 -2.644 -0.776
O 4.228 -1.460 0.417
O 2.280 -0.786 0.055
C -0.482 -3.488 0.363
O -0.101 -2.205 0.848
C -0.294 -2.209 2.200
C 0.110 -0.760 2.632
N -0.764 0.303 2.065
C -0.258 1.524 2.671
C 0.959 2.264 1.952
O 0.653 2.482 0.583
C -0.291 3.481 0.296
H 0.289 -4.208 0.635
H -0.575 -3.359 -0.716
H -1.456 -3.744 0.779
H 0.256 -2.888 2.852
H -1.343 -2.246 2.498
H 1.144 -0.631 2.313
H -0.079 -0.706 3.704
H -1.656 0.117 2.500
H 0.055 1.350 3.701
H -1.107 2.177 2.871
H 1.831 1.617 2.047
H 1.217 3.164 2.510
H -1.245 3.172 0.723
H -0.343 3.474 -0.793
H 0.075 4.460 0.606
*
```



[9]
The following is a quantum chemistry calculation of a molecular structure, C10H21N3O4, from the OMol25 dataset.

Values from the calculation:
Kohn-Sham gap in eV: 9.4349

The geometry in ORCA input format:
```
! wB97M-V def2-TZVPD RIJCOSX def2/J DEFGRID3
* xyz 0 1
C 0.484 0.624 0.103
C 0.018 -0.595 -0.670
C 2.048 0.898 -0.225
C 3.066 0.012 0.645
C 4.327 0.342 -0.039
C 5.599 -0.563 0.199
C -2.355 -0.231 0.034
C -3.444 -1.221 0.604
C -3.295 1.163 -0.474
C -4.034 2.040 0.473
H 0.655 -0.673 1.580
H 1.208 0.969 1.941
H -0.107 1.611 0.034
H 2.617 1.840 0.103
H 2.180 0.532 -1.488
H 3.211 0.334 1.642
H 2.871 -1.198 0.539
H 4.143 0.209 -1.233
H 4.731 1.413 0.016
H 5.551 -1.389 -0.714
H 5.418 -1.068 1.270
H 7.077 0.378 -1.002
H 7.424 0.757 0.604
H -1.517 -1.846 -1.056
H -1.844 0.284 0.908
H -4.349 0.645 -1.052
H -1.863 1.134 -1.691
H -3.275 2.970 0.755
H -4.532 1.306 1.517
H -4.766 2.366 -0.448
H -3.181 -1.566 -1.381
N 0.333 0.289 1.567
N 6.955 0.043 0.004
N -1.458 -0.714 -1.060
O 0.716 -1.455 -1.079
O -3.953 -1.047 1.769
O -2.501 1.788 -1.224
O -3.878 -1.931 -0.506
*
```



[10]
The following is a quantum chemistry calculation of a single C10H21NO molecule, from the OMol25 dataset.

Values from the calculation:
Kohn-Sham gap in eV: 9.8674
Structure (SMILES): NC[C@@H](O)C1CCCCCCC1

The geometry in ORCA input format:
```
! wB97M-V def2-TZVPD RIJCOSX def2/J DEFGRID3
* xyz 0 1
N 4.169 -0.708 -0.271
C 2.719 -0.743 -0.642
C 1.992 0.248 0.321
O 2.476 1.408 -0.250
C 0.573 0.324 0.293
C 0.076 -0.884 1.015
C -0.870 -1.791 0.084
C -2.369 -1.514 0.093
C -2.822 -0.306 -0.799
C -2.487 1.097 -0.173
C -1.216 1.954 -0.115
C -0.046 1.625 0.745
H 4.519 0.323 -0.158
H 4.132 -1.021 0.679
H 2.189 -1.813 -0.616
H 2.690 -0.412 -1.804
H 2.337 0.088 1.391
H 1.868 1.793 -1.126
H 0.248 0.215 -0.824
H -0.384 -0.583 1.938
H 1.029 -1.733 1.061
H -0.720 -2.927 0.321
H -0.722 -1.727 -0.954
H -2.635 -1.219 1.203
H -3.170 -2.477 -0.146
H -3.818 -0.353 -1.164
H -1.894 -0.449 -1.648
H -2.643 0.959 0.909
H -3.216 1.769 -0.486
H -1.498 3.209 -0.163
H -0.956 1.787 -1.276
H 0.699 2.394 0.748
H -0.248 1.468 1.814
*
```



[11]
The following is a quantum chemistry calculation of a molecular structure, C10H22CrF3N4O, from the OMol25 dataset.

Values from the calculation:
Kohn-Sham gap (spin up / spin down) in eV: 8.7116 / 9.9484
Expectation value of S²: 6.0234

The geometry in ORCA input format:
```
! wB97M-V def2-TZVPD RIJCOSX def2/J DEFGRID3
* xyz 1 5
Cr -0.017 0.077 -0.061
N -2.183 -0.657 -0.060
C -2.533 -1.025 -1.437
C -1.521 -2.004 -2.042
C -0.356 -1.334 -2.779
N 0.778 -1.055 -1.891
H -2.229 -1.489 0.525
H -2.859 0.017 0.293
H -2.568 -0.119 -2.043
H -3.529 -1.481 -1.459
H -2.048 -2.636 -2.755
H -1.129 -2.648 -1.252
H -0.698 -0.394 -3.212
H -0.032 -1.984 -3.599
H 1.508 -0.580 -2.418
H 1.158 -1.936 -1.549
F -1.043 1.888 -2.199
C -0.408 1.690 -1.019
F 0.837 2.274 -1.158
F -1.064 2.484 -0.101
C 2.865 -2.720 0.607
N 2.006 -3.073 1.715
C 2.317 -4.294 2.429
C 1.772 -4.208 3.847
C 0.283 -3.911 3.768
N 0.067 -2.714 2.980
C -1.157 -1.984 3.229
C 0.879 -2.361 1.956
O 0.592 -1.381 1.233
H 3.904 -2.883 0.891
H 2.733 -1.666 0.360
H 2.652 -3.341 -0.269
H 3.402 -4.416 2.443
H 1.885 -5.156 1.907
H 2.277 -3.401 4.383
H 1.945 -5.144 4.377
H -0.127 -3.743 4.765
H -0.252 -4.757 3.320
H -1.300 -1.878 4.304
H -2.020 -2.522 2.823
H -1.093 -0.991 2.784
*
```



[12]
The following is a quantum chemistry calculation of a molecular structure, C10H22F5O3OsS3SeTe, from the OMol25 dataset.

Values from the calculation:
Kohn-Sham gap (spin up / spin down) in eV: 6.2106 / 6.3282

The geometry in ORCA input format:
```
! wB97M-V def2-TZVPD RIJCOSX def2/J DEFGRID3
* xyz 1 1
Os 0.386 1.355 -1.062
C -1.883 -3.931 1.264
C -1.777 -3.295 2.645
S -1.201 -1.586 2.769
C -2.354 -0.652 1.741
C -2.157 -0.703 0.222
S -0.406 -0.724 -0.271
C -0.418 -1.865 -1.674
C -0.890 -3.277 -1.308
S -0.337 -3.917 0.299
H -2.668 -3.463 0.674
H -2.183 -4.970 1.403
H -1.052 -3.842 3.251
H -2.742 -3.390 3.147
H -2.252 0.378 2.088
H -3.382 -0.943 1.964
H -2.665 0.126 -0.260
H -2.574 -1.616 -0.194
H 0.619 -1.861 -2.009
H -1.028 -1.444 -2.472
H -0.508 -3.956 -2.069
H -1.975 -3.356 -1.360
C 3.333 0.644 0.092
O 1.975 0.958 0.491
C 1.931 1.869 1.590
C 0.470 2.018 1.900
O -0.201 2.473 0.702
C -0.251 3.920 0.596
H 3.839 0.209 0.953
H 3.835 1.547 -0.248
H 3.268 -0.073 -0.718
H 2.396 2.816 1.301
H 2.467 1.441 2.438
H 0.285 2.725 2.707
H 0.039 1.048 2.148
H -0.713 4.301 1.505
H -0.874 4.151 -0.261
H 0.744 4.329 0.445
F 2.496 0.219 -4.596
Te 2.224 1.829 -3.723
F 3.419 2.583 -4.988
F 1.453 3.014 -1.568
F 3.724 1.799 -2.640
F -2.467 0.573 -2.425
O 1.496 0.532 -2.264
Se -1.441 2.006 -2.229
*
```



Number 1: total energy -5177.72667 hartree. Number 2: total energy -1167.76745 hartree. Number 3: total energy -829.08349 hartree. Number 4: total energy -2179.02027 hartree. Number 5: total energy -2930.12853 hartree. Number 6: total energy -1302.12059 hartree. Number 7: total energy -804.08402 hartree. Number 8: total energy -1211.08787 hartree. Number 9: total energy -858.53271 hartree. Number 10: total energy -523.39966 hartree. Number 11: total energy -2032.40777 hartree. Number 12: total energy -5073.72809 hartree.